1.
This record from the Open Molecules 2025 dataset describes a structure of composition C32H31BCdF4GeNO4S2. The level of theory is wB97M-V/def2-TZVPD.

The geometry in ORCA input format:
```
! wB97M-V def2-TZVPD RIJCOSX def2/J DEFGRID3
* xyz 1 1
Cd 1.48915 0.14151 -0.53707
F 0.95419 0.24366 -2.95147
B 1.70520 1.48031 -2.84213
F 1.04310 2.20116 -1.79572
F 2.95022 1.07505 -2.26706
F 1.79885 2.14971 -3.99780
Ge 2.37623 1.37134 1.59077
C 4.21821 1.63705 1.09078
C 4.72237 2.93760 1.12089
C 6.06563 3.16391 0.85556
C 6.89725 2.10265 0.53243
C 6.39505 0.80890 0.47148
C 5.05732 0.57694 0.74180
C 1.94125 0.03430 2.90521
C 0.94817 0.29919 3.84858
C 0.66304 -0.63714 4.83613
C 1.34168 -1.84564 4.86357
C 2.32275 -2.11817 3.92238
C 2.61651 -1.18812 2.93956
H 1.70625 2.70410 1.93109
H 4.07250 3.77094 1.35750
H 6.45968 4.17049 0.89429
H 7.94129 2.28401 0.31497
H 7.04827 -0.01350 0.21131
H 4.67016 -0.43498 0.68832
H 0.40382 1.23509 3.81702
H -0.09350 -0.42275 5.57934
H 1.10180 -2.59213 5.60871
H 2.84799 -3.06278 3.95761
H 3.38762 -1.40950 2.21151
N 2.25841 -1.91505 -1.24759
C 2.01317 -2.94235 -0.26648
C 3.06575 -3.68895 0.23869
C 2.83207 -4.61230 1.24412
C 1.54603 -4.76676 1.73255
C 0.48522 -4.03724 1.21818
C 0.72160 -3.12064 0.20983
S 1.26554 -5.83598 3.09874
O 1.60362 -5.11236 4.32519
O -0.13637 -6.19189 3.12171
O 2.14395 -6.98304 2.98030
H 3.22787 -1.91828 -1.54746
H 1.67815 -2.03313 -2.07557
H 4.06591 -3.56053 -0.15678
H 3.64273 -5.21158 1.63786
H -0.51114 -4.19193 1.60923
H -0.09149 -2.52388 -0.18728
O -0.64759 0.02143 -0.26371
S -1.66600 0.90282 -1.02650
C -3.09035 0.89914 0.07958
C -4.08783 1.96735 -0.28695
C -5.42831 1.64221 -0.44582
C -6.35572 2.62715 -0.75242
C -5.94678 3.94249 -0.91006
C -4.60791 4.27371 -0.75093
C -3.68316 3.29131 -0.43723
C -2.24993 -0.18033 -2.34481
C -3.36892 0.45324 -3.12123
C -3.15409 1.64283 -3.81225
C -4.19097 2.23462 -4.51454
C -5.44344 1.63484 -4.54306
C -5.65717 0.44367 -3.86657
C -4.62292 -0.14281 -3.15200
H -2.63844 1.08200 1.05700
H -3.51746 -0.10412 0.07570
H -5.75381 0.61551 -0.32706
H -7.39822 2.36428 -0.87275
H -6.66966 4.70957 -1.15315
H -4.28391 5.29891 -0.86944
H -2.64025 3.55786 -0.30787
H -2.53825 -1.12094 -1.87342
H -1.35694 -0.33106 -2.95480
H -2.17316 2.10535 -3.80001
H -4.01993 3.16132 -5.04552
H -6.24908 2.09228 -5.10152
H -6.63057 -0.02791 -3.89018
H -4.79229 -1.07407 -2.62328
*
```

Output
Highest occupied orbital energy (spin up / spin down) (eV): -11.318 / -11.299
E_LUMO (spin up / spin down) (eV): -5.778 / -6.557
Orbital gap (spin up / spin down) (eV): 5.5 / 4.7
E_tot (Ha): -5058.97538
F_max (eV Å⁻¹): 1.01

For reference, the natural (NBO) charges in units of e are:
1 Cd 1.60
2 F -0.60
3 B 1.32
4 F -0.57
5 F -0.57
6 F -0.51
7 Ge 0.84
8 C -0.46
9 C -0.13
10 C -0.21
11 C -0.17
12 C -0.19
13 C -0.21
14 C -0.47
15 C -0.14
16 C -0.22
17 C -0.17
18 C -0.20
19 C -0.21
20 H -0.11
21 H 0.22
22 H 0.23
23 H 0.23
24 H 0.22
25 H 0.19
26 H 0.21
27 H 0.23
28 H 0.24
29 H 0.23
30 H 0.21
31 N -0.94
32 C 0.23
33 C -0.27
34 C -0.15
35 C -0.38
36 C -0.13
37 C -0.27
38 S 2.34
39 O -0.70
40 O -0.75
41 O -0.72
42 H 0.41
43 H 0.42
44 H 0.23
45 H 0.25
46 H 0.25
47 H 0.24
48 O -1.11
49 S 1.27
50 C -0.62
51 C 0.02
52 C -0.23
53 C -0.19
54 C -0.20
55 C -0.19
56 C -0.24
57 C -0.62
58 C 0.02
59 C -0.24
60 C -0.18
61 C -0.20
62 C -0.20
63 C -0.23
64 H 0.26
65 H 0.24
66 H 0.21
67 H 0.22
68 H 0.22
69 H 0.22
70 H 0.21
71 H 0.24
72 H 0.27
73 H 0.22
74 H 0.23
75 H 0.23
76 H 0.22
77 H 0.21

2.
This record from the Open Molecules 2025 dataset describes a structure of composition C32H31BrIN7OPSV. The level of theory is wB97M-V/def2-TZVPD.

The geometry in ORCA input format:
```
! wB97M-V def2-TZVPD RIJCOSX def2/J DEFGRID3
* xyz 2 3
V 0.17235 0.61142 0.46874
C -0.63817 3.30118 4.19857
N -0.78610 3.89459 2.87081
C -1.44922 5.19441 2.78068
C -0.37501 3.20933 1.80116
N 0.37391 2.14340 1.84019
N -0.81562 3.68623 0.57131
C -0.37872 3.28210 -0.66712
N -0.59589 4.15028 -1.66364
N 0.18771 2.12113 -0.83190
H -1.38333 3.73908 4.85643
H 0.35243 3.48954 4.61728
H -0.82602 2.22854 4.15464
H -1.33798 5.70239 3.73387
H -2.51673 5.08944 2.57010
H -0.97286 5.82787 2.03262
H 0.72453 1.93930 2.76649
H -1.48866 4.43446 0.59092
H -0.95550 5.07525 -1.50290
H -0.40234 3.89209 -2.61592
H 0.55914 1.99119 -1.76640
O 4.36931 -0.93410 6.14793
C 3.93649 -0.43933 4.98758
C 4.60671 0.54400 4.25737
C 4.05623 0.97089 3.06920
N 2.90496 0.49353 2.57243
C 2.30839 -0.43071 3.29067
Br 0.66270 -1.10678 2.56219
C 2.73532 -0.94684 4.49066
H 5.21372 -0.54775 6.41125
H 5.54018 0.96362 4.60864
H 4.55159 1.72818 2.47411
H 2.19319 -1.70814 5.03177
I 2.59379 -0.28062 -0.53264
C 2.43647 -0.66912 -2.59696
C 3.54852 -0.25640 -3.27741
C 3.73017 -0.60499 -4.62904
C 2.81145 -1.40557 -5.23108
C 1.65762 -1.85165 -4.53988
C 0.77154 -2.73520 -5.19674
C -0.33889 -3.20786 -4.56665
C -0.64136 -2.74037 -3.27990
C 0.17019 -1.86053 -2.59887
P -0.62030 -1.20700 -1.06942
C -0.80519 -2.67553 -0.01292
C -1.76534 -2.72194 1.00151
C -1.81001 -3.80275 1.86923
C -0.88584 -4.83195 1.75091
C 0.07935 -4.78409 0.75558
C 0.11776 -3.71492 -0.12773
C -2.26040 -0.76560 -1.72934
C -2.32061 0.37136 -2.53536
C -3.52322 0.78253 -3.08314
C -4.68405 0.06259 -2.82523
C -4.62808 -1.07406 -2.03614
C -3.41999 -1.49089 -1.48951
C 1.40046 -1.44230 -3.19547
H 4.31557 0.31629 -2.77294
H 4.61084 -0.26627 -5.15633
H 2.94979 -1.72774 -6.25522
H 1.00391 -3.03720 -6.21016
H -1.00616 -3.90191 -5.05833
H -1.56872 -3.06601 -2.82534
H -2.48077 -1.91825 1.11810
H -2.57116 -3.84117 2.63733
H -0.92372 -5.67390 2.42909
H 0.79837 -5.58630 0.65676
H 0.86570 -3.69794 -0.90963
H -1.41255 0.91937 -2.76513
H -3.55858 1.65522 -3.72235
H -5.62669 0.38463 -3.24645
H -5.52557 -1.64737 -1.84633
H -3.39340 -2.39222 -0.89029
S -4.23744 1.35011 1.33628
C -2.75376 0.88918 1.07264
N -1.62644 0.55851 0.87476
*
```

Output
Highest occupied orbital energy (spin up / spin down) (eV): -13.059 / -13.078
E_LUMO (spin up / spin down) (eV): -6.038 / -5.176
Orbital gap (spin up / spin down) (eV): 7.0 / 7.9
E_tot (Ha): -6251.44982
Relative energy (zero: lowest compared OMol25 entry of this formula, charge and spin) (kcal per mole): 2.7
F_max (eV Å⁻¹): 1.43

For reference, the Löwdin charges in units of e are:
1 V 0.29
2 C -0.01
3 N -0.12
4 C -0.01
5 C -0.39
6 N 0.04
7 N 0.19
8 C -0.44
9 N 0.21
10 N 0.01
11 H 0.10
12 H 0.11
13 H 0.10
14 H 0.10
15 H 0.11
16 H 0.10
17 H 0.05
18 H 0.14
19 H 0.13
20 H 0.13
21 H 0.08
22 O 0.12
23 C -0.30
24 C 0.02
25 C -0.11
26 N -0.04
27 C -0.68
28 Br 0.93
29 C -0.02
30 H 0.13
31 H 0.13
32 H 0.12
33 H 0.13
34 I 1.24
35 C -0.56
36 C -0.16
37 C -0.05
38 C -0.01
39 C -0.15
40 C 0.00
41 C -0.03
42 C -0.07
43 C -0.30
44 P 1.00
45 C -0.40
46 C -0.16
47 C -0.07
48 C -0.06
49 C -0.05
50 C -0.09
51 C -0.38
52 C -0.10
53 C -0.06
54 C -0.06
55 C -0.05
56 C -0.08
57 C -0.19
58 H 0.09
59 H 0.12
60 H 0.13
61 H 0.13
62 H 0.12
63 H 0.12
64 H 0.09
65 H 0.12
66 H 0.12
67 H 0.12
68 H 0.11
69 H 0.09
70 H 0.11
71 H 0.12
72 H 0.12
73 H 0.10
74 S 0.72
75 C -0.91
76 N -0.14

3.
This record from the Open Molecules 2025 dataset describes a cluster of 2 separate species, C32H31N2O6PS in total. The level of theory is wB97M-V/def2-TZVPD.

The geometry in ORCA input format:
```
! wB97M-V def2-TZVPD RIJCOSX def2/J DEFGRID3
* xyz -2 1
C 7.57538 1.16553 -0.67365
C 7.12135 2.38587 -1.44570
O 5.91583 2.15910 -2.18906
C 4.80503 1.94571 -1.40018
O 4.33331 0.84570 -1.26703
C 4.22736 3.19708 -0.77544
C 2.68641 3.24106 -0.90199
C 2.04917 2.64808 0.33909
N 0.55506 2.65753 0.34804
C -0.03313 2.63637 -0.95059
C -0.39742 3.83547 -1.54263
C -0.94405 3.86416 -2.81300
C -1.16346 2.67811 -3.50754
C -1.74893 2.68103 -4.87375
C -3.12313 2.63402 -5.08935
C -3.60630 2.61480 -6.39332
N -2.83134 2.66067 -7.47544
C -1.51622 2.70508 -7.26448
C -0.93318 2.70542 -6.00315
C -0.81883 1.47354 -2.91500
C -0.25398 1.44973 -1.64429
S 0.17537 -0.10128 -0.92719
C -0.14743 0.31245 0.77093
C 0.06753 1.61459 1.20909
C -0.15792 1.92935 2.54154
C -0.59555 0.95566 3.42138
C -0.82533 -0.33736 2.97411
C -0.60078 -0.68210 1.64164
P -0.85371 -2.38147 1.01174
C -1.09343 -3.31208 2.54740
C -2.55282 -2.29380 0.29532
C -2.61191 -2.95247 -1.08851
H 8.46142 1.43061 -0.09532
H 6.81186 0.82873 0.02512
H 7.81735 0.35101 -1.35322
H 6.97532 3.23562 -0.76972
H 7.86352 2.68525 -2.18218
H 4.49192 3.14749 0.28475
H 4.68639 4.06947 -1.23336
H 2.40477 4.28820 -1.00677
H 2.41026 2.68625 -1.79726
H 2.36421 3.26249 1.18867
H 2.42668 1.63955 0.52302
H -0.24097 4.75795 -0.99893
H -1.21552 4.80742 -3.26858
H -3.81299 2.61040 -4.25675
H -4.67496 2.55631 -6.56291
H -0.88409 2.74322 -8.14392
H 0.14377 2.72202 -5.90404
H -0.99402 0.53803 -3.43049
H 0.02017 2.93928 2.88628
H -0.76749 1.19644 4.46172
H -1.18646 -1.10220 3.64975
H -1.92303 -2.93831 3.15132
H -0.17536 -3.27797 3.13282
H -1.34005 -4.34120 2.29457
H -2.87017 -1.25271 0.22091
H -3.24020 -2.79865 0.97708
H -3.48832 -2.61555 -1.64513
H -2.66035 -4.03639 -0.99987
H -1.72536 -2.68931 -1.66799
C -3.49376 -6.87114 4.43475
C -3.37472 -7.50465 5.68538
C -3.08544 -6.57429 6.90712
O -3.03522 -7.06887 8.04406
C -2.88092 -5.19129 6.65740
C -2.99418 -4.57217 5.41041
C -3.37036 -5.48621 4.20472
O -3.52255 -4.95817 3.08137
O -2.81364 -3.35810 5.16742
O -3.48092 -8.72745 5.88582
H -3.70291 -7.47782 3.55625
H -2.62662 -4.58880 7.52672
*
```

Output
Highest occupied orbital energy (eV): -0.116
E_LUMO (eV): 2.903
Orbital gap (eV): 3.0
E_tot (Ha): -2538.50377
F_max (eV Å⁻¹): 1.01

For reference, the Löwdin charges in units of e are:
1 C -0.07
2 C -0.24
3 O -0.04
4 C -0.47
5 O 0.15
6 C -0.09
7 C -0.16
8 C -0.15
9 N -0.04
10 C -0.27
11 C -0.02
12 C -0.03
13 C -0.20
14 C -0.19
15 C -0.01
16 C -0.15
17 N 0.04
18 C -0.15
19 C -0.01
20 C -0.03
21 C -0.43
22 S 1.02
23 C -0.45
24 C -0.26
25 C -0.03
26 C -0.07
27 C -0.06
28 C -0.39
29 P 0.92
30 C -0.31
31 C -0.40
32 C -0.19
33 H 0.08
34 H 0.08
35 H 0.08
36 H 0.11
37 H 0.12
38 H 0.13
39 H 0.12
40 H 0.11
41 H 0.12
42 H 0.12
43 H 0.13
44 H 0.12
45 H 0.11
46 H 0.12
47 H 0.10
48 H 0.10
49 H 0.11
50 H 0.12
51 H 0.11
52 H 0.10
53 H 0.10
54 H 0.02
55 H 0.05
56 H 0.04
57 H 0.07
58 H 0.08
59 H 0.06
60 H 0.07
61 H 0.03
62 C -0.04
63 C -0.42
64 C -0.41
65 O -0.06
66 C -0.04
67 C -0.42
68 C -0.41
69 O -0.09
70 O -0.09
71 O -0.07
72 H 0.08
73 H 0.08